Entry from the Open Molecules 2025 dataset: a cluster of 3 separate species, C3H11NO3 in total (ωB97M-V/def2-TZVPD).

Each line ends with the natural charge from an NBO analysis.
Positions of all 18 atoms, in Å:
1 H 0.009 -1.697 -1.332  0.214
2 O 0.136 0.668 2.618  -0.937
3 H 0.977 -1.658 1.550  0.466
4 C -0.141 1.121 -0.882  0.657
5 H -0.154 -1.988 0.411  0.174
6 O 0.317 2.054 -0.235  -0.647
7 H 2.204 -0.739 2.110  0.460
8 H 0.108 1.630 -2.961  0.251
9 H -1.822 -1.831 -0.680  0.215
10 N -0.479 -0.018 -0.186  -0.655
11 H 0.134 1.567 2.151  0.503
12 H -1.276 2.148 -2.317  0.263
13 C -0.672 -1.466 -0.529  -0.403
14 H 0.926 0.265 2.395  0.447
15 O 1.928 -1.667 1.862  -0.923
16 H -1.197 0.230 -2.558  0.206
17 H -0.432 0.109 0.823  0.415
18 C -0.566 1.273 -2.240  -0.706

As for the net charge: 0. As for the SMILES: CNC(C)=O.O.O. As for the energy above the lowest of the compared OMol25 structures with the same formula, charge and spin: 2.472 eV. For the total energy, the calculation gives -10920.533 eV. The molar mass comes out at 109.1 Da.

=====

Entry from the Open Molecules 2025 dataset: a cluster of 3 separate species, C3H11NO3 in total (ωB97M-V/def2-TZVPD).

Each line ends with the natural charge from an NBO analysis.
Positions of all 18 atoms, in Å:
1 C 0.627 -0.741 1.308  0.399
2 O -3.556 1.931 0.344  -0.963
3 O -1.024 3.271 -0.503  -0.940
4 O 0.193 -1.107 2.430  -0.551
5 H -0.190 -0.251 0.707  0.156
6 H 2.619 -0.951 -1.185  0.184
7 C 1.724 -1.478 -0.776  -0.212
8 H -1.649 3.711 0.057  0.466
9 H 0.089 -2.007 -1.903  0.382
10 H -3.224 1.736 1.207  0.477
11 H -4.235 1.261 0.081  0.486
12 N 0.471 -1.122 -1.382  -0.864
13 H 0.711 -0.336 -2.028  0.377
14 H 2.704 -0.339 0.894  0.238
15 C 1.940 -1.158 0.779  -0.536
16 H -1.337 2.354 -0.411  0.474
17 H 1.895 -2.638 -0.889  0.184
18 H 2.242 -2.138 1.269  0.243

As for the net charge: 0. As for the SMILES: NCCC=O.O.O. As for the energy above the lowest of the compared OMol25 structures with the same formula, charge and spin: 2.759 eV. For the total energy, the calculation gives -10920.247 eV. The molar mass comes out at 109.1 Da.

=====

Entry from the Open Molecules 2025 dataset: a cluster of 3 separate species, C3H11NO3 in total (ωB97M-V/def2-TZVPD).

Each line ends with the natural charge from an NBO analysis.
Positions of all 18 atoms, in Å:
1 C 1.584 -2.852 0.097  -0.665
2 O -0.504 -2.383 2.680  -0.515
3 H -0.209 -1.593 -1.761  0.372
4 H -2.178 5.577 -1.687  0.468
5 H 0.239 -0.754 -0.579  0.335
6 H -1.309 6.765 -2.125  0.467
7 O -0.187 2.276 0.512  -0.972
8 O -1.927 6.501 -1.433  -0.935
9 H 0.224 2.596 1.376  0.489
10 H -0.674 -3.359 0.334  0.207
11 N -0.408 -1.514 -0.791  -0.839
12 H 1.431 -3.922 -0.398  0.229
13 C 0.089 -2.417 0.289  -0.148
14 C -0.211 -1.743 1.651  0.442
15 H -0.003 -0.672 1.537  0.116
16 H -0.073 2.874 -0.262  0.485
17 H 1.858 -3.154 1.140  0.232
18 H 2.257 -2.225 -0.580  0.232

As for the net charge: 0. As for the SMILES: C[C@H](N)C=O.O.O. As for the energy above the lowest of the compared OMol25 structures with the same formula, charge and spin: 3.264 eV. For the total energy, the calculation gives -10919.742 eV. The molar mass comes out at 109.1 Da.

=====

Entry from the Open Molecules 2025 dataset: a cluster of 4 separate species, C3H11NO3 in total (ωB97M-V/def2-TZVPD).

Each line ends with the natural charge from an NBO analysis.
Positions of all 18 atoms, in Å:
1 H -3.007 0.529 0.061  0.199
2 O -0.185 3.321 -3.214  -0.920
3 H 1.589 -1.377 -3.019  0.481
4 O 2.447 -3.191 1.509  -0.938
5 H 1.924 -2.398 1.266  0.468
6 C 0.391 0.278 2.069  -0.023
7 N -0.774 -0.006 2.490  -0.422
8 H 1.969 -3.914 1.097  0.470
9 H 2.240 -1.000 -1.589  0.478
10 H 1.202 0.306 2.651  0.168
11 O 1.432 -1.091 -2.105  -0.958
12 H -0.746 3.432 -2.487  0.457
13 C -1.825 -0.040 1.670  -0.046
14 H -2.759 -0.497 2.121  0.199
15 C -2.001 0.595 0.504  -0.413
16 H -1.460 1.394 -0.039  0.202
17 H -0.952 3.095 -3.957  0.463
18 H 0.515 0.564 0.969  0.135

As for the net charge: 0. As for the SMILES: C=CN=C.O.O.O. As for the energy above the lowest of the compared OMol25 structures with the same formula, charge and spin: 3.902 eV. For the total energy, the calculation gives -10919.103 eV. The molar mass comes out at 109.1 Da.

=====

Entry from the Open Molecules 2025 dataset: a cluster of 3 separate species, C3H11NO3 in total (ωB97M-V/def2-TZVPD).

Each line ends with the natural charge from an NBO analysis.
Positions of all 18 atoms, in Å:
1 C -2.752 -0.029 1.070  -0.720
2 H 0.545 -1.916 1.271  0.204
3 H -2.347 0.319 0.055  0.216
4 H 0.353 0.079 2.337  0.371
5 H -0.885 -1.426 0.102  0.216
6 O -2.080 0.966 3.084  -0.578
7 H 0.646 -0.397 0.127  0.214
8 N -0.434 -0.213 1.921  -0.654
9 O 3.611 1.183 -2.462  -0.965
10 O 0.994 -0.134 -2.467  -0.945
11 H 0.972 -0.710 -3.187  0.459
12 C -1.699 0.499 2.061  0.686
13 H -3.694 0.498 1.262  0.238
14 H -2.790 -1.102 1.183  0.231
15 C -0.010 -1.053 0.695  -0.425
16 H 1.778 0.319 -2.623  0.481
17 H 3.881 1.147 -1.537  0.487
18 H 3.912 1.969 -2.891  0.485

As for the net charge: 0. As for the SMILES: CNC(C)=O.O.O. As for the energy above the lowest of the compared OMol25 structures with the same formula, charge and spin: 2.049 eV. For the total energy, the calculation gives -10920.956 eV. The molar mass comes out at 109.1 Da.

=====

Entry from the Open Molecules 2025 dataset: a cluster of 3 separate species, C3H11NO4 in total (ωB97M-V/def2-TZVPD).

Each line ends with the natural charge from an NBO analysis.
Positions of all 19 atoms, in Å:
1 O 1.995 -0.780 0.115  -0.691
2 H -1.170 2.298 3.338  0.469
3 H -1.129 -0.606 -3.131  0.207
4 O -0.730 1.544 3.745  -0.965
5 H 0.676 -2.660 -0.644  0.194
6 C 0.696 -0.819 0.496  0.801
7 H -1.622 -2.154 -1.310  0.350
8 N -1.023 -1.360 -1.157  -0.577
9 O 0.205 -0.004 1.225  -0.604
10 H 2.508 -0.115 0.594  0.497
11 H 0.073 -1.855 -2.930  0.166
12 H 0.296 -0.187 -2.316  0.206
13 O -0.422 3.176 -1.808  -0.941
14 H 0.174 3.928 -1.740  0.469
15 C -0.408 -1.010 -2.429  -0.430
16 H -0.577 -2.481 0.534  0.224
17 H -0.315 0.986 3.075  0.495
18 C -0.023 -1.936 -0.237  -0.341
19 H -1.147 3.340 -1.199  0.473

As for the net charge: 0. As for the SMILES: CNCC(=O)O.O.O. As for the energy above the lowest of the compared OMol25 structures with the same formula, charge and spin: 1.709 eV. For the total energy, the calculation gives -12969.351 eV. The molar mass comes out at 125.1 Da.

=====

Entry from the Open Molecules 2025 dataset: a cluster of 2 separate species, C3H11NOS in total (ωB97M-V/def2-TZVPD).

Each line ends with the natural charge from an NBO analysis.
Positions of all 17 atoms, in Å:
1 H 2.326 -1.885 0.633  0.128
2 H 1.771 0.753 0.194  0.231
3 O -3.157 -0.028 -5.676  -0.957
4 H -0.232 2.442 1.112  0.201
5 C -0.804 1.665 1.616  -0.613
6 S 1.132 -1.634 0.111  -0.053
7 H -1.654 1.422 0.992  0.191
8 H -2.418 0.331 -5.168  0.480
9 C 0.212 0.428 1.656  -0.053
10 H -3.970 0.442 -5.598  0.477
11 H 1.967 1.324 2.691  0.376
12 H 0.788 0.749 3.658  0.369
13 H 0.279 0.440 -0.555  0.234
14 C 0.855 0.156 0.334  -0.531
15 H -0.428 -0.365 2.107  0.200
16 H -1.164 1.743 2.636  0.209
17 N 1.140 0.748 2.718  -0.888

As for the net charge: 0. As for the SMILES: C[C@H](N)CS.O. As for the energy above the lowest of the compared OMol25 structures with the same formula, charge and spin: 1.172 eV. For the total energy, the calculation gives -17661.250 eV. The molar mass comes out at 109.2 Da.

=====

Entry from the Open Molecules 2025 dataset: a cluster of 2 separate species, C3H11NOS in total (ωB97M-V/def2-TZVPD).

Each line ends with the natural charge from an NBO analysis.
Positions of all 17 atoms, in Å:
1 H 2.397 -0.387 1.188  0.362
2 H 2.149 0.815 0.108  0.356
3 H -0.394 0.786 -3.036  0.234
4 O 1.153 1.829 2.411  -0.743
5 H 0.604 -0.060 2.355  0.154
6 H 2.002 2.154 2.121  0.468
7 C -0.685 -0.092 -2.469  -0.759
8 C -1.703 -1.138 -0.058  -0.771
9 H -2.612 -1.720 -0.193  0.219
10 H -0.191 0.877 1.014  0.180
11 S -1.755 0.305 -1.104  0.198
12 N 1.706 0.176 0.732  -0.861
13 H -1.156 -0.763 -3.189  0.207
14 H -1.498 -1.005 1.003  0.229
15 H 0.148 -0.719 -2.129  0.224
16 H -0.874 -1.790 -0.362  0.228
17 C 0.708 0.733 1.607  0.075

As for the net charge: 0. As for the SMILES: CSC.NCO. As for the energy above the lowest of the compared OMol25 structures with the same formula, charge and spin: 1.093 eV. For the total energy, the calculation gives -17661.328 eV. The molar mass comes out at 109.2 Da.

=====

Entry from the Open Molecules 2025 dataset: a cluster of 2 separate species, C3H11NOS in total (ωB97M-V/def2-TZVPD).

Each line ends with the Mulliken spin population.
Positions of all 17 atoms, in Å:
1 H 0.269 -1.509 1.577  -0.005
2 C -0.769 0.355 0.978  0.075
3 H 3.156 0.615 -0.481  0.007
4 H 2.324 -0.695 1.203  -0.030
5 O -1.978 0.409 -2.193  0.000
6 H -0.537 0.983 1.831  -0.009
7 H 1.466 1.125 -0.908  0.015
8 H 0.099 -1.312 -0.110  0.039
9 H 2.153 -0.500 -1.318  0.061
10 N 1.616 -0.217 0.648  0.820
11 H -0.824 1.052 0.151  -0.002
12 S -2.407 -0.358 1.366  0.007
13 H -2.214 0.849 -1.367  0.000
14 H -3.048 0.085 0.280  0.000
15 C 2.108 0.317 -0.585  0.025
16 C 0.265 -0.740 0.818  -0.003
17 H -1.679 -0.459 -1.890  0.000

As for the net charge: +1. Its multiplicity is 2. As for the energy above the lowest of the compared OMol25 structures with the same formula, charge and spin: 0.575 eV. For the total energy, the calculation gives -17653.029 eV. The molar mass comes out at 109.2 Da.

=====

Entry from the Open Molecules 2025 dataset: a cluster of 2 separate species, C3H11NOS2 in total (ωB97M-V/def2-TZVPD).

Each line ends with the Mulliken spin population.
Positions of all 18 atoms, in Å:
1 H -0.492 1.069 1.518  0.023
2 H -0.728 -4.355 -1.242  -0.001
3 H 0.036 2.139 -0.741  -0.002
4 H -2.009 1.223 -3.455  -0.005
5 H 1.254 -1.009 0.711  -0.002
6 N 0.563 -0.553 1.295  0.011
7 S -1.641 0.431 -0.833  0.435
8 H -1.906 -4.924 -0.461  -0.001
9 C 0.035 1.059 -0.517  0.012
10 H 2.015 1.371 2.341  0.001
11 H 2.471 1.361 0.606  0.001
12 H 0.762 0.537 -1.133  0.015
13 C 0.411 0.868 0.972  -0.004
14 C 1.682 1.599 1.329  -0.002
15 H -0.304 -1.068 1.288  0.002
16 O -1.210 -4.262 -0.416  -0.001
17 H 1.586 2.670 1.130  -0.001
18 S -2.524 1.845 -2.391  0.520

As for the net charge: -1. Its multiplicity is 2. As for the energy above the lowest of the compared OMol25 structures with the same formula, charge and spin: 0.418 eV. For the total energy, the calculation gives -28497.260 eV. The molar mass comes out at 141.3 Da.

=====

Entry from the Open Molecules 2025 dataset: a cluster of 2 separate species, C3H11NOS2 in total (ωB97M-V/def2-TZVPD).

Each line ends with the natural charge from an NBO analysis.
Positions of all 18 atoms, in Å:
1 H -0.957 2.286 2.535  0.339
2 H 0.687 0.779 2.121  0.222
3 O -0.875 -0.575 -3.199  -0.937
4 H -2.504 2.069 2.203  0.356
5 C 0.118 0.267 1.348  -0.527
6 C -1.241 1.964 -0.157  -0.641
7 H -0.487 0.295 -3.348  0.468
8 H -1.942 0.216 0.798  0.187
9 H -0.259 2.155 -0.593  0.211
10 H -1.559 2.942 0.224  0.208
11 N -1.631 1.553 2.324  -0.812
12 H -0.130 -0.741 1.678  0.246
13 S 1.300 -2.007 -0.300  -0.121
14 H -1.874 1.615 -0.962  0.227
15 H -0.335 -0.919 -2.474  0.466
16 H 0.027 -2.214 -0.677  0.113
17 S 1.228 0.042 -0.090  0.067
18 C -1.195 0.981 1.032  -0.071

As for the net charge: 0. As for the SMILES: C[C@H](N)CSS.O. As for the energy above the lowest of the compared OMol25 structures with the same formula, charge and spin: 0.349 eV. For the total energy, the calculation gives -28497.247 eV. The molar mass comes out at 141.3 Da.

=====

Entry from the Open Molecules 2025 dataset: a cluster of 2 separate species, C3H11NOS2 in total (ωB97M-V/def2-TZVPD).

Each line ends with the natural charge from an NBO analysis.
Positions of all 18 atoms, in Å:
1 S -2.846 -1.357 1.331  -0.149
2 C 1.063 -0.239 1.457  -0.066
3 H -0.186 -1.890 0.869  0.226
4 H 0.740 -2.216 2.314  0.232
5 H 3.131 -0.350 0.684  0.218
6 H -0.161 1.527 1.458  0.364
7 S -1.340 -1.027 2.728  0.086
8 C 0.167 -1.437 1.804  -0.557
9 N 0.339 0.885 0.844  -0.836
10 H 1.802 -0.296 -0.519  0.230
11 O -1.160 2.915 -5.899  -0.934
12 H -1.953 2.879 -5.342  0.468
13 H 2.122 -1.797 0.378  0.197
14 H 1.525 0.158 2.369  0.189
15 C 2.139 -0.702 0.440  -0.614
16 H -3.417 -0.127 1.396  0.136
17 H -0.511 0.475 0.441  0.344
18 H -1.453 2.599 -6.751  0.466

As for the net charge: 0. As for the SMILES: C[C@@H](N)CSS.O. As for the energy above the lowest of the compared OMol25 structures with the same formula, charge and spin: 0.487 eV. For the total energy, the calculation gives -28497.109 eV. The molar mass comes out at 141.3 Da.

=====

Entry from the Open Molecules 2025 dataset: a cluster of 2 separate species, C3H11NOS2 in total (ωB97M-V/def2-TZVPD).

Each line ends with the natural charge from an NBO analysis.
Positions of all 18 atoms, in Å:
1 C -0.829 1.686 -0.641  -0.580
2 H -0.402 2.565 -0.172  0.242
3 O -0.184 -2.819 3.125  -0.929
4 N 0.094 -0.546 -1.199  -0.699
5 H -1.406 2.054 -1.476  0.232
6 H -1.147 0.934 2.938  0.143
7 H 1.157 0.852 -0.086  0.179
8 C 1.310 -1.141 -1.725  -0.393
9 H 2.151 -0.692 -1.161  0.199
10 H -0.568 -2.584 2.270  0.468
11 H 1.325 -2.251 -1.531  0.198
12 H 0.900 1.393 -1.721  0.174
13 S -1.984 1.058 0.566  0.088
14 H -0.030 -1.935 3.478  0.461
15 C 0.419 0.866 -0.911  -0.219
16 H 1.367 -1.026 -2.790  0.180
17 H -0.932 -0.535 -1.174  0.404
18 S -1.241 2.120 2.210  -0.147

As for the net charge: 0. As for the SMILES: CNCCSS.O. As for the energy above the lowest of the compared OMol25 structures with the same formula, charge and spin: 1.786 eV. For the total energy, the calculation gives -28495.810 eV. The molar mass comes out at 141.3 Da.

=====

Entry from the Open Molecules 2025 dataset: a cluster of 2 separate species, C3H11NOS2 in total (ωB97M-V/def2-TZVPD).

Each line ends with the natural charge from an NBO analysis.
Positions of all 18 atoms, in Å:
1 S -1.010 -0.493 -2.073  0.049
2 C 0.588 -0.110 -1.194  -0.503
3 H -0.539 1.863 2.024  0.344
4 H 1.223 2.421 -0.091  0.180
5 H -3.395 -0.054 -1.636  0.154
6 H 1.183 0.181 0.892  0.213
7 H 1.895 -4.662 0.771  0.464
8 S -2.382 0.766 -1.225  -0.172
9 O 0.977 -4.950 0.715  -0.929
10 N -0.172 2.634 1.466  -0.812
11 H -1.030 3.101 1.177  0.352
12 H 1.025 0.686 -1.783  0.218
13 H -0.333 2.304 -0.702  0.179
14 H -0.560 0.096 0.685  0.213
15 H 1.124 -1.037 -1.037  0.240
16 C 0.250 1.997 0.173  -0.226
17 H 0.792 -5.208 1.605  0.465
18 C 0.363 0.466 0.234  -0.431

As for the net charge: 0. As for the SMILES: NCCCSS.O. As for the energy above the lowest of the compared OMol25 structures with the same formula, charge and spin: 0.944 eV. For the total energy, the calculation gives -28496.653 eV. The molar mass comes out at 141.3 Da.